No. 1
Density functional theory data (ωB97M-V with the def2-TZVPD basis set) for a structure of composition C4H6N2O in a non-equilibrium geometry.

Geometry as XYZ:
```
13
Properties=species:S:1:pos:R:3:forces:R:3
C 1.73859 0.47220 0.01939 -0.188 -0.039 0.174
H -2.18011 -0.25402 -0.71124 0.305 0.732 1.258
H -2.03464 1.39249 0.11453 -0.119 -0.060 -0.040
O -0.82492 -1.91318 -0.09786 -0.289 0.499 -0.727
H 2.77325 0.79829 -0.00521 -0.225 -0.203 -0.037
C 0.61642 1.21545 0.23897 -0.021 0.055 0.185
C 0.03344 -1.00307 0.23535 -0.492 0.347 -0.270
H 0.51508 2.28556 0.34731 0.333 -0.069 -0.045
N 1.39901 -0.87529 -0.04656 -0.356 -0.087 -0.121
C -0.45828 0.29460 0.44983 -0.241 0.038 -0.258
H -1.82730 -1.21623 -0.72496 1.630 -1.349 0.525
N -1.81564 0.42621 0.36815 0.052 -0.022 -0.703
H 2.06511 -1.62302 -0.18771 -0.390 0.157 0.060
```
Forces are in eV/Å.

Output
LUMO: 0.036 eV
Relative energy (zero: lowest compared OMol25 entry of this formula, charge and spin): 4.096 eV
Gap between HOMO and LUMO: 0.294 Eh
DFT total energy: -9269.4059 eV

Atom charges from the Mulliken analysis, given in e for atoms 1 to 6: -0.596 0.186 0.295 -0.573 0.378 -0.479

No. 2
Density functional theory data (ωB97M-V with the def2-TZVPD basis set) for a structure of composition C4H6N2O in a non-equilibrium geometry.

Geometry as XYZ:
```
13
Properties=species:S:1:pos:R:3:forces:R:3
H 0.46053 -1.04530 -1.76982 0.057 0.186 -0.220
H 1.45290 1.60497 0.15347 0.192 -0.158 -0.253
O -1.14027 2.08390 -1.34864 -0.153 -0.125 -0.342
H -1.97582 1.74547 -1.69839 -0.036 0.011 -0.010
H -0.01070 -0.30220 2.27262 -0.014 -0.104 -0.121
C 0.40661 -0.99429 1.53574 -0.135 -0.054 -0.045
C -0.45547 1.06418 -0.85019 0.284 0.391 0.068
C 0.25953 -0.45820 0.14723 -0.374 -0.281 0.273
H -0.06671 -1.97321 1.61174 -0.025 0.117 0.075
C 0.72387 0.92329 -0.24979 -0.231 0.256 0.087
N -0.06932 -1.29432 -0.93972 0.479 -0.299 -0.454
N -1.06234 -0.24898 -0.62585 0.179 0.038 1.070
H 1.47719 -1.10532 1.76161 -0.222 0.020 -0.128
```
Forces are in eV/Å.

Output
LUMO: 0.813 eV
Relative energy (zero: lowest compared OMol25 entry of this formula, charge and spin): 4.403 eV
Gap between HOMO and LUMO: 0.343 Eh
DFT total energy: -9269.0991 eV

Atom charges from the Mulliken analysis, given in e for atoms 1 to 6: 0.320 0.336 -0.460 0.349 0.289 -1.182

No. 3
Density functional theory data (ωB97M-V with the def2-TZVPD basis set) for an isolated molecule of C4H6N2O.

Geometry as XYZ:
```
13
Properties=species:S:1:pos:R:3:forces:R:3
H -2.63360 -0.45416 0.97822 0.091 0.045 -0.126
H 2.41279 -1.27085 0.68731 -0.050 0.082 0.102
H -2.75296 0.98658 -0.04100 0.050 -0.161 0.015
H -2.88064 -0.61040 -0.78129 0.091 0.042 0.142
C -0.88893 -0.05288 -0.23483 0.029 0.071 0.210
H 1.64039 1.54092 0.38105 0.021 -0.066 0.029
N 2.50243 -0.28314 0.88275 -0.033 -0.061 -0.136
H 3.38031 0.09431 0.55826 -0.094 -0.059 0.111
C 1.41178 0.49014 0.55984 -0.158 0.082 0.120
C 0.11539 0.19083 0.58427 0.149 0.019 -0.341
C -2.37091 -0.04065 0.00200 -0.052 -0.011 0.030
O 0.61895 -0.30249 -1.92246 -0.590 0.005 -0.035
N -0.55500 -0.28823 -1.65412 0.547 0.010 -0.121
```
Forces are in eV/Å.

Output
LUMO: -0.297 eV
SMILES: CC(=C=CN)N=O
Relative energy (zero: lowest compared OMol25 entry of this formula, charge and spin): 4.721 eV
Gap between HOMO and LUMO: 0.301 Eh
DFT total energy: -9268.7806 eV

Atom charges from the Mulliken analysis, given in e for atoms 1 to 6: 0.312 0.243 0.210 0.353 0.457 0.304

No. 4
Density functional theory data (ωB97M-V with the def2-TZVPD basis set) for an isolated molecule of C4H6N2O.

Geometry as XYZ:
```
13
Properties=species:S:1:pos:R:3:forces:R:3
O 0.65506 1.62597 0.60307 0.200 0.200 0.074
C 0.02196 -1.56383 -0.81687 -0.115 0.455 0.167
H -0.44845 -0.66665 -2.79598 0.010 -0.016 0.189
C 0.14814 -0.78322 0.32871 0.134 -0.166 0.136
H 0.20139 2.28481 1.13882 0.126 -0.005 -0.116
H -0.50423 1.54648 -1.77339 0.020 -0.055 0.014
H 0.76614 -2.15075 1.67642 0.056 0.167 -0.140
H -1.20933 0.80216 0.75154 0.022 -0.125 -0.079
C -0.33961 -0.55527 -1.71496 -0.109 0.119 -0.235
N -0.58337 0.70331 -1.22866 0.137 -0.124 -0.220
C -0.28126 0.67820 0.17751 -0.395 -0.359 0.177
N 0.51599 -1.17742 1.56603 0.092 -0.027 -0.041
H 1.02239 -0.51238 2.13343 -0.179 -0.063 0.075
```
Forces are in eV/Å.

Output
LUMO: 0.148 eV
SMILES: NC1=C=CN[C@@H]1O
Relative energy (zero: lowest compared OMol25 entry of this formula, charge and spin): 3.478 eV
Gap between HOMO and LUMO: 0.278 Eh
DFT total energy: -9270.0240 eV

Atom charges from the Mulliken analysis, given in e for atoms 1 to 6: -0.553 -1.014 0.399 0.535 0.367 0.232

No. 5
Density functional theory data (ωB97M-V with the def2-TZVPD basis set) for an isolated molecule of C4H6N2O in a non-equilibrium geometry.

Geometry as XYZ:
```
13
Properties=species:S:1:pos:R:3:forces:R:3
H -0.93596 2.02815 -0.66137 0.492 -1.551 1.807
H 0.14959 -0.94832 1.69049 0.923 -1.394 0.043
H 0.76385 1.19868 1.50895 -0.763 -0.326 -1.527
C -1.28629 -0.97779 0.06257 0.164 2.124 -2.349
N -1.61707 0.13466 -0.56036 -0.528 -0.710 2.711
O 1.17859 -1.00321 -0.40058 0.382 -1.484 2.543
H 1.50742 0.75037 -1.37975 1.034 -0.483 1.394
C 0.45511 0.74075 0.49562 -0.482 1.276 3.051
H -1.90085 -1.93435 -0.04681 1.306 1.507 0.028
H 2.75577 0.89150 0.01835 -2.183 -2.731 -0.226
C 0.07883 -0.70716 0.63811 1.414 -0.885 -0.159
C 1.71269 0.33063 -0.31218 -1.966 3.934 -3.103
N -0.88730 1.25407 0.09894 0.206 0.722 -4.213
```
Forces are in eV/Å.

Output
LUMO: 0.624 eV
SMILES: C1=NN[C@@H]2CO[C@H]12
Relative energy (zero: lowest compared OMol25 entry of this formula, charge and spin): 5.545 eV
Gap between HOMO and LUMO: 0.359 Eh
DFT total energy: -9267.9569 eV

Atom charges from the Mulliken analysis, given in e for atoms 1 to 6: 0.300 0.316 0.296 -0.183 -0.437 -0.394

No. 6
Density functional theory data (ωB97M-V with the def2-TZVPD basis set) for an isolated molecule of C4H6N2O2 in a non-equilibrium geometry.

Geometry as XYZ:
```
14
Properties=species:S:1:pos:R:3:forces:R:3
H -1.90660 -0.32337 1.91493 0.021 0.020 -0.018
C 1.90336 0.61971 0.76509 0.812 0.244 0.690
H -0.73100 -1.43624 -1.98078 -0.283 -0.077 0.015
C 0.15292 -0.88370 -1.72862 0.274 0.272 0.309
H 2.75502 1.32060 0.76626 -0.174 -0.119 0.055
H -0.30231 -0.91765 1.71374 -0.151 0.091 -0.086
C 0.16414 -0.08207 -0.67745 -0.136 -0.194 -0.099
H -1.82355 1.47802 -1.02967 0.286 -0.175 0.020
C -1.04694 0.18754 0.17778 0.255 0.079 -0.323
O 1.31228 0.68778 -0.41141 -0.521 -0.002 -0.901
O 1.61148 -0.08265 1.68965 -0.032 -0.125 -0.065
H 1.02069 -1.00672 -2.35414 0.182 0.035 -0.045
N -1.15444 -0.57471 1.29284 -0.006 -0.393 0.442
N -1.95504 1.01347 -0.13822 -0.526 0.345 0.005
```
Forces are in eV/Å.

Output
LUMO: 0.861 eV
SMILES: [H]/N=C(/N)C(=C)OC=O
Relative energy (zero: lowest compared OMol25 entry of this formula, charge and spin): 1.351 eV
Gap between HOMO and LUMO: 0.374 Eh
DFT total energy: -11319.6910 eV

Atom charges from the Mulliken analysis, given in e for atoms 1 to 6: 0.265 0.194 0.294 -0.867 0.357 0.273

No. 7
Density functional theory data (ωB97M-V with the def2-TZVPD basis set) for an isolated molecule of C4H6N2O2 in a non-equilibrium geometry.

Geometry as XYZ:
```
14
Properties=species:S:1:pos:R:3:forces:R:3
H 1.09425 1.04776 1.44269 -0.271 0.147 -0.058
C 0.05631 -1.29497 0.05489 1.758 0.555 -0.178
H -2.31371 -1.29907 -0.81010 0.098 0.448 -0.057
H -2.74635 0.30198 -0.44949 0.148 -0.425 -0.093
H 2.16205 -1.66317 -0.67744 0.187 0.411 -0.330
O 2.26702 -0.36781 0.88659 -0.034 -0.185 -0.912
H 1.02922 2.52654 0.63993 -0.200 -0.230 -0.065
N 0.52643 1.67449 0.86861 1.053 -0.416 -0.100
O -0.22208 -2.48036 0.02322 -0.180 0.565 -0.123
H -0.54122 1.87124 -0.82473 -0.295 -0.209 -0.026
C -0.78115 -0.13917 -0.20437 1.117 -0.244 0.049
C -0.16744 1.09828 -0.15076 -1.718 1.102 -0.040
C 1.66571 -0.95655 0.01267 -1.601 -1.540 1.892
N -2.02904 -0.31919 -0.81170 -0.061 0.022 0.042
```
Forces are in eV/Å.

Output
LUMO: 0.221 eV
SMILES: N/C=C(/N)C(=O)C=O
Relative energy (zero: lowest compared OMol25 entry of this formula, charge and spin): 2.420 eV
Gap between HOMO and LUMO: 0.298 Eh
DFT total energy: -11318.6220 eV

Atom charges from the Mulliken analysis, given in e for atoms 1 to 6: 0.337 0.475 0.265 0.254 0.349 -0.512

No. 8
Density functional theory data (ωB97M-V with the def2-TZVPD basis set) for an isolated molecule of C4H6N2O2 in a non-equilibrium geometry.

Geometry as XYZ:
```
14
Properties=species:S:1:pos:R:3:forces:R:3
C -0.48031 0.13127 -0.60783 -0.785 -0.579 0.124
H 0.27895 -0.25476 -2.52517 0.604 2.260 -1.181
N 0.50055 -1.00360 -0.92906 1.968 -2.131 2.829
H 0.42638 1.08889 1.28367 2.173 0.339 0.955
N -1.53860 0.90381 1.58466 3.244 -0.929 -2.838
C -0.38793 0.62239 0.86779 -7.205 0.646 -0.816
H -1.59904 -0.02733 -1.07345 3.260 0.296 1.561
H -3.59972 0.90828 1.29556 4.148 -1.079 -1.102
H 1.67724 0.64147 -1.37967 -1.072 0.244 -0.750
C 0.69014 0.19154 -1.61349 -1.677 0.597 -0.867
C 1.63516 -1.26539 -0.11659 2.459 6.757 0.306
H 1.38649 -2.12560 0.50144 1.371 -0.132 0.361
O 2.66695 -0.28069 -0.05954 -5.561 -7.113 0.044
O -2.67274 0.57928 0.82568 -2.927 0.825 1.374
```
Forces are in eV/Å.

Output
LUMO: -0.270 eV
SMILES: O=CN1C[C@@H]1/C=N\O
Relative energy (zero: lowest compared OMol25 entry of this formula, charge and spin): 7.735 eV
Gap between HOMO and LUMO: 0.337 Eh
DFT total energy: -11313.3069 eV

Atom charges from the Mulliken analysis, given in e for atoms 1 to 6: 0.281 0.309 -0.278 0.499 -0.337 -0.445

No. 9
Density functional theory data (ωB97M-V with the def2-TZVPD basis set) for an isolated molecule of C4H6N2O2 in a non-equilibrium geometry.

Geometry as XYZ:
```
14
Properties=species:S:1:pos:R:3:forces:R:3
H -1.66824 -1.81685 0.03467 -0.130 1.066 -0.193
H -2.99252 -0.69727 -0.57150 2.975 -0.729 1.533
C -1.24789 0.24542 0.00158 0.808 -0.267 0.654
C 0.01467 0.03524 0.75085 0.984 -2.487 1.092
O 0.92000 1.04251 0.57867 0.925 1.782 0.132
C 1.94635 0.62830 -0.28582 -0.809 -1.131 1.008
O 0.67807 -1.15546 0.25862 1.331 -0.013 -0.818
N -2.02634 -0.85970 -0.05381 -3.637 -0.173 -1.648
N -1.55071 1.39228 -0.38112 -0.675 2.074 -1.053
H -0.80524 2.10996 -0.22704 -0.822 -1.197 0.048
C 1.82864 -0.69224 -0.43942 -0.594 0.151 -0.037
H -0.20783 -0.20197 1.83762 0.244 0.699 -0.975
H 2.42532 -1.41400 -1.01441 -0.554 0.451 0.547
H 2.68571 1.38377 -0.48887 -0.047 -0.226 -0.289
```
Forces are in eV/Å.

Output
LUMO: 0.934 eV
SMILES: [H]/N=C(/N)C1OC=CO1
Relative energy (zero: lowest compared OMol25 entry of this formula, charge and spin): 2.481 eV
Gap between HOMO and LUMO: 0.347 Eh
DFT total energy: -11318.5610 eV

Atom charges from the Mulliken analysis, given in e for atoms 1 to 6: 0.239 0.304 0.219 0.495 -0.415 -0.138

No. 10
Density functional theory data (ωB97M-V with the def2-TZVPD basis set) for an isolated molecule of C4H6N2O2 in a non-equilibrium geometry.

Geometry as XYZ:
```
14
Properties=species:S:1:pos:R:3:forces:R:3
O 1.01800 1.35448 0.02179 -0.483 1.300 0.863
C -0.68205 -0.13552 -0.01837 -2.370 3.213 5.955
N -0.42266 1.03502 0.50432 2.061 -0.745 -0.949
N -2.06576 -2.06711 -0.00077 0.235 3.726 0.112
C -1.11676 -2.11265 -0.90641 1.495 -0.110 -0.156
H 1.38352 3.53153 0.50484 0.214 -0.871 0.220
H 0.69807 -1.18181 -1.54866 -2.258 1.084 1.786
H 2.89522 2.29717 0.20393 -2.924 1.013 0.608
O -1.84195 -0.82539 0.73428 0.830 -0.226 -1.683
H 2.10928 2.21784 1.83221 -1.595 1.099 -2.570
H -0.96844 -2.81343 -1.68470 -0.477 -1.235 -0.161
C -0.24086 -1.08217 -0.83153 3.957 -3.322 -5.439
C 1.79790 2.51973 0.68762 2.018 -3.899 0.680
H -2.56351 -2.73769 0.50144 -0.704 -1.027 0.734
```
Forces are in eV/Å.

Output
LUMO: 0.723 eV
SMILES: CO/N=c1\cc[nH]o1
Relative energy (zero: lowest compared OMol25 entry of this formula, charge and spin): 7.526 eV
Gap between HOMO and LUMO: 0.314 Eh
DFT total energy: -11313.5163 eV

Atom charges from the Mulliken analysis, given in e for atoms 1 to 6: -0.268 0.479 -0.503 -0.050 -0.301 0.244

No. 11
Density functional theory data (ωB97M-V with the def2-TZVPD basis set) for an isolated molecule of C4H6N2O2 in a non-equilibrium geometry.

Geometry as XYZ:
```
14
Properties=species:S:1:pos:R:3:forces:R:3
H -1.89900 2.35229 -1.31611 -0.572 -0.371 -0.140
O 1.46159 0.40928 -0.17228 -0.155 -3.872 0.246
N 0.08854 0.43738 0.19942 -0.183 -2.709 3.208
H 2.86793 -1.03563 -0.43867 -1.420 -0.634 0.986
N -1.38991 -1.32624 1.22024 2.771 -0.772 -1.879
O -0.65309 0.82539 -0.80337 -1.821 0.449 -2.244
C 0.90056 -1.89122 0.37298 -0.721 8.014 -1.464
H -0.22610 2.78481 -1.19511 -0.429 -0.131 0.823
C -1.03001 2.17868 -0.70954 0.546 2.189 2.076
H -1.38181 -2.40851 1.51041 0.274 3.065 -1.168
H -1.26865 2.55030 0.43994 0.815 -1.168 -2.984
C -0.28999 -1.01046 0.51986 -2.354 -1.566 3.907
C 1.80483 -1.01353 -0.04113 2.960 2.797 -1.821
H 1.01511 -2.85253 0.41335 0.288 -5.289 0.453
```
Forces are in eV/Å.

Output
LUMO: 0.660 eV
SMILES: [H]/N=c1\ccon1OC
Relative energy (zero: lowest compared OMol25 entry of this formula, charge and spin): 6.679 eV
Gap between HOMO and LUMO: 0.355 Eh
DFT total energy: -11314.3630 eV

Atom charges from the Mulliken analysis, given in e for atoms 1 to 6: 0.238 -0.345 0.207 0.345 -0.681 -0.229

No. 12
Density functional theory data (ωB97M-V with the def2-TZVPD basis set) for an isolated molecule of C4H6N2O2 in a non-equilibrium geometry.

Geometry as XYZ:
```
14
Properties=species:S:1:pos:R:3:forces:R:3
H -0.71432 1.27235 1.65959 -0.052 0.079 -0.314
O -1.70895 -0.86888 0.08602 -1.604 0.821 0.123
C -1.57614 0.48262 -0.32640 -3.090 0.314 0.387
N 1.68542 -0.67658 0.15825 0.998 0.078 -0.165
N -0.46844 -1.49384 -0.02691 1.127 -0.248 -0.007
H -2.50722 0.82497 -0.84807 1.343 -0.467 0.083
C -0.90217 1.48596 0.60924 -0.972 0.659 -0.277
C -0.19297 0.78605 -0.50085 3.074 1.171 -1.207
H -1.15773 2.53076 0.27143 0.300 -1.149 0.968
H -0.34699 -2.04303 0.81881 0.045 0.002 -0.099
H 0.37824 1.44732 -1.18240 -0.835 -0.796 -0.001
H 3.31168 0.19443 -0.04400 0.349 0.035 0.054
C 0.48458 -0.46445 -0.12575 -0.640 -0.405 0.404
O 2.41366 0.52202 -0.02754 -0.043 -0.095 0.051
```
Forces are in eV/Å.

Output
LUMO: 0.941 eV
SMILES: O/N=C1/NO[C@H]2C[C@@H]12
Relative energy (zero: lowest compared OMol25 entry of this formula, charge and spin): 5.415 eV
Gap between HOMO and LUMO: 0.347 Eh
DFT total energy: -11315.6269 eV

Atom charges from the Mulliken analysis, given in e for atoms 1 to 6: 0.254 -0.319 -0.284 -0.627 -0.227 0.314

> Among the records above, which one has the lowest DFT total energy?

number 6

> Among the records above, which one has the highest gap between HOMO and LUMO?

number 6